This record from OMol25 describes a cluster of 2 separate species, C24H39BN2O5PS2 in total in a non-equilibrium geometry. The level of theory is ωB97M-V/def2-TZVPD.

XYZ file:
```
74
Properties=species:S:1:pos:R:3:forces:R:3:mulliken_charge:R:1
C 2.7299 -2.9456 0.5792 -0.1 0.6 -0.1 -0.45
O -4.1268 2.5600 0.2049 0.0 -1.2 -0.5 -0.31
H 3.7861 -8.2912 -0.3083 -0.3 0.0 0.1 0.30
H 1.4555 -2.3476 -1.1115 -1.4 -0.4 1.7 0.30
C 0.2667 1.0717 1.8129 1.7 -0.6 -1.8 -0.03
H 2.3468 2.5892 -0.4033 -0.3 -0.3 0.4 0.40
H -7.1770 1.5319 -0.0683 1.1 -0.6 0.1 0.36
C -0.3920 4.5390 -0.0643 -0.1 -0.9 -0.3 0.00
H -2.2377 0.4486 1.0031 0.1 -1.0 -0.6 0.12
H 0.1339 3.0473 -1.5880 0.4 1.0 -0.1 0.22
C 4.3080 -7.2798 -2.1571 0.2 -0.4 -0.2 -0.53
H 6.0112 0.4347 0.0931 -0.2 -0.7 0.6 0.30
H -4.9467 3.9278 -1.1035 0.5 -1.0 -0.2 0.40
H 0.0861 -2.5249 1.6234 0.0 1.3 0.4 0.16
C 3.9907 -5.8345 -2.4786 0.2 0.0 -0.4 -0.47
S -4.0259 -1.0844 0.4176 -0.7 0.4 0.0 -0.17
H 2.3848 -7.9086 -1.3592 0.0 0.0 0.2 0.28
H 0.2693 3.8705 3.9041 -0.2 0.0 -1.1 0.43
H 2.7672 -0.2481 -2.3154 0.1 0.4 0.9 0.36
H -1.3083 4.0258 2.9759 1.2 -0.1 0.0 0.27
B 4.6070 -0.2752 -0.9762 0.6 -1.3 0.2 0.67
C -5.3786 1.9166 -1.9217 -1.0 1.3 -1.1 -0.94
H 0.0948 -1.7083 3.2127 -0.2 0.5 -1.1 0.36
H 4.1829 -7.9470 -3.0096 0.0 0.1 0.0 0.33
H -3.4881 3.0839 -1.7488 -0.5 -0.4 1.0 0.19
H -5.0208 1.7775 -2.9764 -0.2 -0.3 1.2 0.39
H -1.3602 3.9720 0.0420 0.6 1.0 -0.3 -0.06
H 3.4102 1.3794 -1.8699 -0.2 -1.0 0.3 0.30
C -0.1893 -1.5555 2.1311 -0.8 -0.4 -0.2 -0.64
H 3.1510 -5.7371 -3.1718 0.0 0.0 0.1 0.28
H -2.2639 -1.1264 2.9731 0.5 0.0 -1.1 0.32
H -5.0278 1.7069 1.9138 0.3 0.3 -1.0 0.27
H -2.1718 -2.5245 1.8557 0.6 1.0 0.3 0.48
N 1.8755 1.8249 0.0933 -0.8 -1.2 0.9 0.05
O 3.6196 -5.2391 -1.2242 -0.1 -0.2 0.5 -0.29
H -1.1721 6.3748 2.8231 0.9 -0.6 0.7 0.27
P 0.6931 3.9797 1.3968 1.2 0.6 -0.3 -0.47
C -1.7883 -1.4713 2.0147 -0.2 -0.6 -0.5 -0.89
S -3.5381 -0.4969 -2.4544 -0.7 0.5 1.0 -0.26
H -0.5221 5.6512 -0.0138 0.0 -1.1 0.3 0.44
C -2.2547 -0.6488 0.7480 -0.1 0.6 0.2 -0.18
C 2.1735 0.5351 -0.2899 -1.1 -1.1 0.5 0.51
C 0.5290 -0.3576 1.4599 1.6 1.2 -1.0 0.45
H 5.3418 -7.3645 -1.8124 -0.1 0.0 -0.1 0.27
O 2.7639 -6.0061 0.7314 0.3 0.3 -0.4 -0.55
C -0.2097 5.9107 3.1779 0.7 -0.1 -1.3 -0.99
H 4.8518 -5.3092 -2.8912 -0.1 0.2 0.2 0.32
C 0.2865 4.1548 -1.4569 -0.5 -0.3 0.6 -1.12
H 3.8566 -2.8790 0.4808 -1.1 1.1 1.9 0.12
H -6.3765 2.4428 -2.0199 1.0 -0.7 0.1 0.32
H 0.0742 6.2254 4.2110 -0.5 -0.3 -0.9 0.31
C 0.9587 2.1564 1.0980 -1.6 -2.4 0.7 -0.38
H -5.9359 3.0248 1.0840 0.5 -1.0 -0.1 0.38
C 3.3622 -7.5726 -1.0069 0.5 0.0 -0.3 -0.44
C 1.5168 -0.6137 0.3747 1.5 2.0 -0.8 0.99
O 5.1740 -0.0329 0.3005 -0.5 0.7 -2.1 -0.59
H -1.6641 -0.8836 -0.1802 -0.4 0.3 1.0 0.37
C -6.1743 1.0407 0.1208 -1.6 0.5 0.7 -0.84
O 5.2770 -1.1361 -1.8738 -0.6 2.1 0.4 -0.49
C -4.4190 2.9215 -1.1497 -0.8 0.9 -0.3 -0.24
C -4.5129 -0.1953 -1.1316 1.0 0.0 -1.2 0.36
N -5.6499 0.6562 -1.2048 2.5 -0.3 1.9 -0.06
H 0.5840 6.3176 2.4760 -0.7 -0.2 0.9 0.31
H 1.3835 4.4261 -1.4764 -1.2 -0.2 -0.1 0.31
C -0.2138 4.3098 2.9946 -1.5 0.8 0.4 -0.30
C -5.2927 2.1045 0.9027 -1.0 0.8 0.2 -0.33
C 1.8754 -2.0444 -0.1173 0.0 0.7 0.5 -1.31
H -0.4633 1.3217 2.6265 0.8 -0.2 -1.0 0.48
H 2.3285 -3.7799 1.2075 0.5 -0.5 -2.3 0.34
H -0.2504 4.6425 -2.3165 0.6 -0.3 0.9 0.39
C 3.1913 0.3431 -1.4630 -0.6 1.1 0.8 -1.31
C 3.2114 -6.2169 -0.3631 -0.5 -0.3 0.4 0.49
H -6.4120 0.1646 0.7878 0.6 0.8 -1.0 0.33
H 5.0545 -0.8255 -2.7740 0.1 -0.8 0.4 0.32
```
Positions in Å, forces in eV/Å.

Properties
calculated total energy = -70363.5242 eV
HOMO = -10.07 eV
frontier orbital gap = 0.240 Ha
total charge = +1

---

This record from OMol25 describes a cluster of 9 separate species, C24H39Cl9F9N3O9 in total in a non-equilibrium geometry. The level of theory is ωB97M-V/def2-TZVPD.

XYZ file:
```
93
Properties=species:S:1:pos:R:3:forces:R:3:mulliken_spin:R:1
Cl 4.0709 -5.2021 -0.7652 -0.9 -0.1 -0.4 0.00
C 0.2274 -0.3767 -1.2193 0.3 -0.6 0.1 0.01
F -2.8508 1.2828 4.2755 0.0 -0.1 0.7 0.00
H 6.6274 -0.8168 -1.7163 0.1 0.2 1.1 0.00
H -3.9066 -1.2304 4.8930 -0.5 0.5 0.9 0.00
C -0.5654 1.4590 4.5242 1.3 2.7 -2.2 0.00
H -1.3769 1.1800 0.6480 0.8 -0.9 0.0 0.00
H 3.3364 0.0821 0.7573 0.6 -0.3 0.3 0.00
Cl 4.7066 -0.2444 6.1536 -0.5 -0.1 -0.1 0.00
H 5.3669 0.2181 -2.3094 -0.3 0.2 0.5 0.00
O 3.4084 0.9634 -1.0385 0.2 -0.3 0.5 0.00
H 5.8829 -5.6000 2.5007 0.3 -0.3 -0.7 0.00
O 0.2555 1.7273 5.5123 -2.3 -1.6 0.7 0.00
O -0.4314 1.7879 3.3435 -0.1 -1.2 2.1 0.00
Cl 2.6814 -5.3432 -3.3625 -0.2 0.0 0.8 0.00
H 7.4947 -4.5205 0.8150 -0.4 -0.1 0.0 0.00
H 0.5484 -0.9152 -2.1109 -0.7 0.1 -0.3 0.00
H 5.0873 -2.6480 0.1128 0.6 -0.4 0.5 0.00
F -1.7319 -0.5131 4.8345 -0.1 1.0 0.1 0.00
N 4.8273 -0.7322 -0.4724 0.6 1.0 1.5 0.00
C -1.8369 0.8576 5.0217 -0.9 -1.9 0.9 0.00
O 4.0311 -2.7034 3.7600 -2.2 1.6 0.9 0.00
C 9.6134 -3.0161 1.7380 -1.1 -1.6 -1.1 0.00
H 1.5962 -2.6572 1.0552 -0.2 0.4 0.3 0.00
H 4.9257 -1.5214 1.5089 -0.3 -0.1 -0.1 0.00
C 3.5452 -3.4176 7.8402 -0.2 0.7 0.5 0.00
C -4.1905 -2.1600 5.3864 -0.5 0.1 -1.1 0.00
O -1.6637 -0.4415 -3.3296 0.1 -2.6 -3.6 0.85
C -1.2691 1.4874 -0.3921 -0.8 0.7 1.0 0.01
N -1.0443 0.4167 -1.3636 0.5 0.1 -1.2 0.07
C 3.8602 0.1672 -0.2074 -0.8 0.0 -1.2 0.00
O 8.3274 -3.2659 2.1714 2.0 1.2 1.0 0.00
C 1.9420 -3.1799 1.9470 -0.5 -0.4 0.0 0.00
H 2.5882 4.0813 5.2989 0.1 -0.1 -0.1 0.00
C 1.5027 2.2230 5.2673 3.0 1.4 -0.2 0.00
F -3.7170 -4.0398 0.1685 -0.2 -0.1 0.3 0.00
H 1.0247 4.3023 4.5497 -0.1 -0.3 -0.1 0.00
H 1.7838 -5.7084 -1.1737 -0.1 0.5 -0.1 0.00
Cl 7.1378 0.8054 7.1594 0.2 -0.5 -1.0 0.00
C 1.5497 3.7517 5.3303 0.2 0.1 -0.3 0.00
Cl 6.3758 1.3143 4.3401 0.2 -0.7 0.6 0.00
Cl 1.9603 -2.8421 7.1938 0.5 -0.3 0.2 0.00
H 0.1794 -1.1027 -0.4077 -0.8 -0.1 0.0 0.00
C 2.4846 -5.0055 -1.6240 1.4 0.6 -0.3 0.00
H 1.1753 4.0865 6.2976 -0.2 -0.1 0.0 0.00
H 1.9361 1.7221 4.4016 -0.2 0.5 -0.5 0.00
H 6.6588 -5.0035 3.8271 0.7 0.6 0.1 0.00
F -2.1105 -2.6125 0.1057 0.4 -0.1 -0.3 0.00
O -3.5759 -2.8236 3.1431 0.8 -0.4 -2.3 0.00
O -1.7179 -3.9991 2.4087 0.7 -0.4 0.3 0.00
H -2.2617 1.9324 -0.4616 0.0 0.1 -0.9 0.00
H -5.2642 -2.3460 5.3621 -0.1 0.5 -0.1 0.00
H 1.1287 0.1774 -0.9572 -0.4 1.2 -0.1 0.00
C -3.5121 -3.1647 4.5033 1.1 -1.4 2.1 0.00
C -3.1744 -3.0295 0.8113 -0.4 2.2 -0.3 0.00
N 1.8503 -2.3853 3.1608 0.6 -0.3 -0.5 0.00
O 10.1578 -3.6500 0.8861 0.0 -0.5 0.0 0.00
H 2.1871 1.9304 6.0637 -0.5 -0.5 0.4 0.00
C 0.5524 -1.9332 3.5416 -1.4 -0.4 -0.1 0.00
C 2.9040 -2.1866 3.9626 1.7 -1.1 -1.0 0.00
Cl 3.7911 -2.6600 9.4601 0.1 -0.2 -0.9 0.00
H 6.7725 -0.8477 5.3649 0.5 0.5 0.0 0.00
F 10.1849 -1.6117 3.5454 -0.1 0.2 0.5 0.00
H 2.5632 -1.4998 4.7528 0.9 -0.2 0.4 0.00
H -3.8683 -2.2727 6.4216 0.2 0.3 -0.2 0.00
H 0.2142 -1.1013 2.9239 0.0 0.4 0.3 0.00
C 10.3477 -1.7659 2.2290 -2.4 0.3 1.1 0.00
H 0.3842 -1.7993 4.6102 0.8 0.7 0.0 0.00
F -4.0332 -1.9535 0.8232 0.5 -1.2 -0.2 0.00
H -3.9589 -4.1344 4.7226 0.0 -0.3 -0.7 0.00
H -2.6634 1.0726 -2.3583 -0.3 -0.2 -0.9 0.08
C -1.8239 0.3679 -2.4619 1.4 2.4 6.3 -0.02
H 6.4328 -1.5002 0.6403 0.0 -0.4 -0.2 0.00
C -2.6804 -3.3426 2.2224 -2.6 0.3 1.9 0.00
H -0.5112 2.2697 -0.4337 0.1 -0.2 -0.3 0.00
H -0.2022 -2.7045 3.3879 0.3 -0.3 -0.4 0.00
H 8.2979 -5.4193 2.0743 0.9 0.5 -0.1 0.00
H 2.9409 -3.5361 1.6956 0.0 0.1 0.6 0.00
F 11.6108 -1.7412 1.9778 1.0 -0.3 -0.6 0.00
C 7.7033 -4.5256 1.8848 -0.8 -0.8 0.1 0.00
H 1.2571 -4.0154 2.0922 0.1 -0.3 -0.3 0.00
Cl 3.6177 -5.1432 7.9760 -0.2 -0.5 0.0 0.00
C 6.3667 0.1134 5.6806 -0.4 0.8 0.5 0.00
H 4.3268 -3.1253 7.1390 -0.2 0.3 0.3 0.00
C 6.4742 -4.7305 2.7881 -0.8 0.1 -0.3 0.00
H -2.4801 -3.2321 4.8476 0.3 -0.1 -0.4 0.00
Cl 2.0236 -3.2584 -1.4358 -0.1 -1.0 -0.1 0.00
C 5.3636 -1.6767 0.5229 -0.7 0.6 -0.4 0.00
H 5.7147 -3.9487 2.7723 0.4 0.4 0.0 0.00
C 5.5475 -0.6691 -1.7025 0.0 -0.5 -2.2 0.00
F 9.7331 -0.7409 1.6092 0.2 0.5 -0.1 0.00
H 5.2199 -1.4966 -2.3318 -0.2 -0.2 -0.2 0.00
F -2.0580 1.0414 6.3490 -0.1 0.1 -1.6 0.00
```
Positions in Å, forces in eV/Å.

Properties
2S+1 = 2
calculated total energy = -185566.8872 eV
HOMO (spin up / spin down) = -11.50 / -11.49 eV
frontier orbital gap (spin up / spin down) = 0.288 / 0.096 Ha
expectation value of S² = 0.76
total charge = +1

---

- total charge of number 2 (C24H39Cl9F9N3O9)?
  +1

---

- calculated total energy of number 1 (C24H39BN2O5PS2)?
  -70363.5242 eV